Below is a 2-piece molecular cluster, C24H20F3O7S3 overall at a distorted geometry, with properties calculated with ωB97M-V with the def2-TZVPD basis set.

The orbital gap comes out at 5.805 eV. As for the total charge: -1. For the HOMO energy, the calculation gives -3.39 eV. As for the multiplicity: 1.

Last column: natural (NBO) charge in e.
Geometry (Å):
C1 -0.562 -5.806 -2.300  -0.614
C2 -0.652 -4.764 -1.229  -0.087
C3 0.346 -4.662 -0.250  -0.202
C4 0.329 -3.630 0.669  -0.250
C5 -0.722 -2.675 0.674  0.068
C6 -0.699 -1.596 1.606  -0.836
S1 -2.292 -1.135 2.171  2.086
C7 -1.910 -0.620 3.928  0.727
F1 -2.887 0.171 4.399  -0.321
F2 -1.783 -1.696 4.728  -0.321
F3 -0.739 0.074 3.972  -0.330
O1 -2.737 0.063 1.493  -0.953
O2 -3.189 -2.257 2.304  -0.942
C8 -1.779 -2.837 -0.271  -0.261
C9 -1.728 -3.863 -1.198  -0.189
H1 -1.440 -5.753 -2.949  0.202
H2 0.333 -5.662 -2.919  0.204
H3 -0.502 -6.810 -1.866  0.199
H4 1.153 -5.398 -0.232  0.192
H5 1.107 -3.520 1.425  0.193
H6 0.023 -1.632 2.422  0.215
H7 -2.619 -2.138 -0.297  0.214
H8 -2.533 -3.974 -1.932  0.192
C10 -2.186 5.522 3.217  -0.257
O3 -0.831 5.055 3.416  -0.525
C11 -0.456 3.926 2.756  0.396
C12 -1.300 3.240 1.855  -0.329
C13 -0.821 2.119 1.212  -0.141
C14 0.440 1.574 1.482  -0.144
C15 0.868 0.378 0.761  -0.005
C16 1.119 0.455 -0.570  -0.721
S2 2.082 -0.743 -1.477  2.170
O4 3.348 -0.946 -0.815  -0.923
O5 1.242 -1.862 -1.841  -0.895
C17 2.305 0.264 -2.947  -0.208
C18 1.575 1.439 -3.009  -0.318
C19 1.640 2.273 -4.121  -0.173
C20 2.443 1.895 -5.198  -0.203
C21 3.179 0.705 -5.143  -0.201
C22 3.114 -0.118 -4.017  -0.210
S3 0.594 1.853 -1.562  2.179
O6 -0.805 1.696 -1.895  -0.912
O7 1.107 3.096 -1.043  -0.917
C23 1.257 2.251 2.418  -0.165
C24 0.845 3.425 3.008  -0.292
H9 -2.236 6.447 3.790  0.191
H10 -2.389 5.722 2.155  0.181
H11 -2.913 4.793 3.604  0.185
H12 -2.315 3.584 1.635  0.218
H13 -1.467 1.624 0.495  0.261
H14 1.258 -0.478 1.301  0.250
H15 1.065 3.196 -4.122  0.234
H16 2.491 2.536 -6.077  0.216
H17 3.813 0.413 -5.979  0.216
H18 3.680 -1.044 -3.944  0.235
H19 2.247 1.842 2.621  0.210
H20 1.487 3.987 3.685  0.213